Record 1
Entry from OMol25: a 2-piece molecular cluster, C2H2IO2 overall in a non-equilibrium geometry (the ωB97M-V functional and the def2-TZVPD basis).

Geometry as ORCA input:
```
! RIJCOSX wB97M-V def2-TZVPD def2/J DEFGRID3
* xyz -1 1
C -0.835 -1.197 0.039
C 0.347 0.839 0.117
O -0.055 -2.076 0.250
O -1.964 -0.981 -0.186
I 2.491 0.669 0.067
H -0.009 1.004 -1.028
H 0.026 1.743 0.740
*
```

The HOMO energy is -3.1 eV. For the energy relative to the best compared isomer or geometry (same formula, charge and spin), the calculation gives 27.0 kcal/mol. The HOMO-LUMO gap is 6.4 eV. As for the LUMO energy: 3.2695 eV.



Record 2
Entry from OMol25: a 15-piece molecular cluster, H30O15 overall in a non-equilibrium geometry (the ωB97M-V functional and the def2-TZVPD basis).

Geometry as ORCA input:
```
! RIJCOSX wB97M-V def2-TZVPD def2/J DEFGRID3
* xyz 0 1
H -0.841 0.583 -0.583
H 0.642 0.176 -0.180
H 0.574 -1.583 2.671
H 0.308 -2.587 3.748
H -1.500 4.641 1.398
H -1.614 3.751 0.219
H -2.542 -3.172 0.951
H -2.333 -1.666 0.786
H 0.400 1.591 1.012
H -1.099 1.961 1.549
H 0.922 -0.903 -2.412
H 1.213 0.031 -3.500
H -4.387 -1.739 -1.045
H -3.387 -1.464 -2.045
H -1.065 -3.902 -0.182
H -2.296 -4.314 -0.874
H 0.115 3.393 -3.393
H 0.500 3.971 -2.170
H -4.128 1.079 1.335
H -4.946 1.428 2.595
H 5.632 -1.436 -0.397
H 4.692 -0.351 -0.901
H -3.221 0.022 0.013
H -2.255 0.112 -1.186
H 2.323 0.122 -0.670
H 1.947 -1.121 -0.041
H 4.952 -0.885 2.258
H 3.828 -1.089 1.287
H 3.194 2.169 0.069
H 3.867 0.822 0.637
O 0.120 0.831 -0.535
O 0.962 -2.356 3.101
O -2.157 3.997 0.955
O -2.050 -2.555 0.520
O -0.140 1.687 1.765
O 0.436 -0.283 -2.918
O -3.800 -2.199 -1.542
O -1.414 -3.834 -1.063
O 0.509 3.115 -2.615
O -4.920 1.506 1.678
O 5.570 -0.743 -1.060
O -3.063 0.571 -0.788
O 2.342 -0.785 -0.878
O 4.159 -0.437 1.917
O 3.951 1.847 0.514
*
```

The HOMO energy is -10.1 eV. For the energy relative to the best compared isomer or geometry (same formula, charge and spin), the calculation gives 157.9 kcal/mol. The HOMO-LUMO gap is 9.5 eV. As for the LUMO energy: -0.6147 eV.



Record 3
Entry from OMol25: C42H42BGeN6O8Sc as an isolated structure in a non-equilibrium geometry (the ωB97M-V functional and the def2-TZVPD basis).

Geometry as ORCA input:
```
! RIJCOSX wB97M-V def2-TZVPD def2/J DEFGRID3
* xyz -1 2
Sc -0.003 -0.630 -0.055
O -2.430 0.162 3.828
C -1.649 1.140 4.318
C -2.101 1.822 5.451
C -1.347 2.831 6.011
C -0.118 3.183 5.456
C 0.331 2.509 4.340
C -0.415 1.486 3.749
C 0.089 0.803 2.535
O -0.722 0.037 1.895
N 1.331 1.062 2.170
N 1.646 0.402 1.020
C 2.879 0.345 0.691
C 3.267 -0.462 -0.454
C 4.569 -0.438 -0.955
C 4.881 -1.234 -2.040
C 3.898 -2.044 -2.589
C 2.634 -2.025 -2.021
N 2.325 -1.255 -0.984
H -2.012 -0.128 2.985
H -3.059 1.534 5.864
H -1.719 3.351 6.886
H 0.472 3.981 5.887
H 1.278 2.764 3.885
H 3.635 0.850 1.288
H 5.303 0.215 -0.502
H 5.881 -1.223 -2.456
H 4.097 -2.689 -3.434
H 1.831 -2.652 -2.393
C 2.024 2.870 -4.423
N 1.258 1.792 -3.823
C 0.358 1.094 -4.572
C -0.385 0.110 -4.039
C -0.215 -0.145 -2.640
O -0.865 -1.055 -2.014
N 0.642 0.576 -1.910
C 1.443 1.530 -2.455
O 2.313 2.129 -1.837
H 1.412 3.357 -5.180
H 2.946 2.500 -4.876
H 2.281 3.580 -3.643
H 0.284 1.398 -5.607
H -1.116 -0.436 -4.612
O 0.646 -2.182 1.095
N -1.688 -2.976 1.030
O -1.970 -2.273 0.179
C 4.338 -4.158 0.729
C 3.088 -4.743 1.388
C 3.497 -5.693 2.502
O 2.347 -3.656 1.937
B 1.385 -3.266 0.995
O 1.335 -4.204 -0.055
C 2.089 -5.349 0.355
C 1.111 -6.331 0.994
C 2.738 -5.974 -0.865
H 4.878 -3.570 1.472
H 4.071 -3.498 -0.098
H 5.005 -4.936 0.351
H 4.202 -5.191 3.166
H 3.985 -6.585 2.105
H 2.636 -5.998 3.094
H 0.652 -5.898 1.884
H 1.599 -7.264 1.277
H 0.319 -6.555 0.279
H 3.317 -5.233 -1.413
H 1.969 -6.368 -1.531
H 3.402 -6.797 -0.589
C -1.596 5.838 1.805
C -0.475 5.029 1.712
C -0.567 3.768 1.132
C -1.772 3.279 0.636
C -2.886 4.123 0.719
C -2.808 5.380 1.300
Ge -1.903 1.514 -0.303
C -3.681 0.808 0.250
C -4.178 -0.277 -0.486
C -5.358 -0.919 -0.143
C -6.072 -0.507 0.976
C -5.585 0.543 1.739
C -4.408 1.189 1.376
C -2.248 2.244 -2.163
C -1.404 3.258 -2.625
C -1.498 3.767 -3.911
C -2.449 3.264 -4.794
C -3.307 2.264 -4.358
C -3.203 1.769 -3.062
H -1.528 6.818 2.262
H 0.477 5.374 2.097
H 0.327 3.157 1.072
H -3.837 3.794 0.314
H -3.690 6.007 1.354
H -3.610 -0.649 -1.333
H -5.711 -1.752 -0.740
H -6.989 -1.010 1.260
H -6.114 0.858 2.630
H -4.048 1.996 2.005
H -0.656 3.673 -1.953
H -0.834 4.567 -4.223
H -2.533 3.660 -5.799
H -4.066 1.871 -5.025
H -3.898 1.001 -2.747
*
```

The HOMO energy (spin up / spin down) is -4.0 / -4.0 eV. For the energy relative to the best compared isomer or geometry (same formula, charge and spin), the calculation gives 1.8 kcal/mol. The HOMO-LUMO gap (spin up / spin down) is 6.2 / 6.2 eV. As for the LUMO energy (spin up / spin down): 2.1152 / 2.1190 eV.



Record 4
Entry from OMol25: one molecule with the formula C20H27N3O5S in a non-equilibrium geometry (the ωB97M-V functional and the def2-TZVPD basis).

Geometry as ORCA input:
```
! RIJCOSX wB97M-V def2-TZVPD def2/J DEFGRID3
* xyz 0 1
C 3.966 0.658 -3.831
C 3.489 2.008 -3.306
O 3.047 1.945 -1.962
C 1.840 1.401 -1.668
C 0.888 0.980 -2.592
C -0.322 0.464 -2.162
C -0.602 0.346 -0.810
C 0.345 0.772 0.116
C 1.549 1.294 -0.304
H 2.288 1.628 0.406
H 0.133 0.691 1.172
N -1.837 -0.162 -0.316
S -3.038 1.029 -0.299
O -4.160 0.461 0.389
O -3.249 1.577 -1.606
C -2.296 2.252 0.734
C -2.330 2.288 2.105
O -1.669 3.373 2.519
N -1.202 4.061 1.444
C -1.559 3.417 0.368
C -1.215 3.869 -0.998
H -1.958 3.500 -1.699
H -1.161 4.953 -1.026
H -0.242 3.467 -1.279
C -2.939 1.371 3.091
H -3.441 1.943 3.868
H -2.171 0.762 3.568
H -3.649 0.728 2.577
C -2.314 -1.402 -0.903
H -2.496 -1.329 -1.981
C -1.318 -2.538 -0.653
O -1.089 -3.394 -1.478
N -0.760 -2.486 0.568
H -0.982 -1.692 1.149
C 0.305 -3.363 1.003
C 1.623 -2.587 1.167
H 1.671 -1.735 0.490
H 2.464 -3.247 0.954
C 1.642 -2.189 2.639
H 2.636 -1.913 2.987
H 0.973 -1.343 2.811
C 1.104 -3.439 3.332
H 1.899 -4.181 3.407
H 0.735 -3.236 4.336
C -0.003 -3.947 2.398
H -0.980 -3.591 2.728
H -0.038 -5.034 2.376
H 0.380 -4.134 0.234
H -3.264 -1.629 -0.412
H -1.055 0.159 -2.892
H 1.067 1.054 -3.652
H 2.707 2.427 -3.951
H 4.324 2.713 -3.278
H 4.342 0.772 -4.844
H 3.158 -0.069 -3.833
H 4.765 0.279 -3.199
*
```

Its SMILES is CCOc1ccc(N(CC(=O)NC2CCCC2)S(=O)(=O)c2c(C)noc2C)cc1. The HOMO energy is -8.9 eV. For the energy relative to the best compared isomer or geometry (same formula, charge and spin), the calculation gives 101.9 kcal/mol. The HOMO-LUMO gap is 9.4 eV. As for the LUMO energy: 0.5414 eV.